1.
A molecular structure, C17H34NiO2P2. Source: the Open Molecules 2025 dataset; level of theory: the ωB97M-V functional and the def2-TZVPD basis.

Each line ends with the natural charge from an NBO analysis.
Geometry (Å):
P -0.21938 0.98868 2.02525  0.922
P -1.27639 -1.52535 0.53335  0.861
C 0.62310 0.50885 0.45754  -0.734
C -0.27549 -0.33719 -0.44431  -0.729
H 1.53421 -0.03108 0.74748  0.235
H 0.93546 1.43434 -0.04027  0.232
H -0.99013 0.28625 -0.99731  0.235
H 0.31567 -0.88010 -1.19108  0.248
C -0.27756 -2.99418 0.87781  -0.952
H -0.92501 -3.70029 1.41457  0.278
H 0.56384 -2.73464 1.53150  0.241
H 0.09702 -3.45295 -0.04758  0.224
C -2.78003 -2.03690 -0.31306  -0.951
H -2.57222 -2.42318 -1.31990  0.225
H -3.47059 -1.18582 -0.37287  0.245
H -3.25348 -2.81764 0.29867  0.280
C 1.06222 1.44892 3.20188  -0.960
H 0.59058 1.90129 4.08243  0.260
H 1.74953 2.17426 2.74724  0.227
H 1.60868 0.55075 3.51764  0.250
C -1.14458 2.48572 1.60652  -0.963
H -2.00023 2.23043 0.97021  0.245
H -0.47942 3.18114 1.08102  0.229
H -1.50378 2.94588 2.53452  0.257
Ni -1.55242 -0.59196 2.45030  1.047
C 1.34049 -0.20257 -3.77541  -0.193
C 2.11813 -1.06802 -3.11274  -0.182
C 3.59820 -0.94756 -2.88880  -0.438
C 4.17852 0.48765 -2.83650  -0.446
C 3.48170 1.41833 -1.88168  -0.193
C 2.42146 2.19150 -2.14319  -0.179
C 1.71299 2.32315 -3.46041  -0.438
C 1.76762 1.09577 -4.40427  -0.446
C -1.72580 0.37401 4.15721  -1.169
H 0.28481 -0.45178 -3.95136  0.203
H 1.68823 -2.01349 -2.76436  0.201
H 4.14773 -1.50134 -3.67267  0.223
H 3.84185 -1.44938 -1.93761  0.209
H 5.20896 0.38062 -2.45825  0.217
H 4.27142 0.89767 -3.85281  0.209
H 3.96484 1.48077 -0.89541  0.203
H 2.06004 2.87847 -1.36943  0.198
H 2.10829 3.19172 -4.01956  0.223
H 0.65272 2.55185 -3.25832  0.207
H 1.03666 1.29923 -5.20441  0.217
H 2.74833 1.03788 -4.89762  0.210
H -2.80288 0.37566 4.37481  0.209
H -1.33618 1.38618 4.33249  0.162
H -1.24559 -0.31534 4.87033  0.212
C -4.94065 -1.05505 2.64115  -0.732
C -4.08161 -2.22509 3.05279  0.779
O -4.60285 -3.21769 3.56803  -0.659
O -2.78339 -2.11688 2.82333  -0.906
H -6.00091 -1.29958 2.72922  0.229
H -4.74113 -0.74694 1.60559  0.196
H -4.73161 -0.18497 3.27827  0.223

Calculated values
HOMO-LUMO gap (alpha / beta): 5.7 / 7.9 eV
calculated total energy: -3009.5302 hartree
energy relative to the best compared isomer or geometry (same formula, charge and spin): 0.000 eV
2S+1: 3
E_LUMO (alpha / beta): 0.30 / -0.09 eV



2.
2 unconnected molecules or ions with the total composition C6H10B2N2. Source: the Open Molecules 2025 dataset; level of theory: the ωB97M-V functional and the def2-TZVPD basis.

Each line ends with the natural charge from an NBO analysis.
Geometry (Å):
B 1.67560 -0.49468 -3.36568  0.329
B -2.17660 0.09215 3.11609  0.441
C 0.04895 -1.17678 -0.39332  -0.155
C 0.89566 1.11745 -0.60932  -0.170
C -0.77487 -0.68751 0.57055  -0.241
C 0.09706 1.51753 0.46586  -0.234
C 0.85098 -0.26154 -1.04746  0.121
C -0.75034 0.56548 1.09053  0.178
N 1.55984 -0.61177 -2.06423  -0.523
N -1.49571 0.95303 2.25637  -0.811
H 0.73072 -0.31606 -4.07457  -0.051
H 2.69889 -0.67191 -3.86141  -0.058
H -2.87420 0.70483 3.94893  -0.061
H -1.96597 -1.01381 2.87328  -0.080
H -0.03442 -2.21447 -0.69813  0.235
H 1.33021 1.99433 -1.19678  0.237
H -1.31875 -1.44085 1.13266  0.224
H 0.24813 2.54385 0.98192  0.217
H 2.75488 -2.63328 -1.46726  -0.008
H -1.50004 2.03400 2.34198  0.411

Calculated values
HOMO-LUMO gap (alpha / beta): 8.6 / 7.7 eV
calculated total energy: -393.6895 hartree
2S+1: 3
E_LUMO (alpha / beta): 0.57 / -1.77 eV



3.
C5H10O2 in the gas phase. Source: the Open Molecules 2025 dataset; level of theory: the ωB97M-V functional and the def2-TZVPD basis.

Each line ends with the natural charge from an NBO analysis.
Geometry (Å):
C 1.82348 0.55652 -0.57130  0.488
C -0.50588 0.48956 0.02198  -0.362
C 0.56540 -1.44136 -0.55583  -0.062
C -0.16671 -0.86820 0.65664  -0.513
C -1.98906 0.79813 -0.09155  -0.639
O 1.76407 -0.74587 -0.82852  -0.514
O 2.13244 0.99715 0.66725  -0.695
H 1.40242 0.77147 1.28501  0.493
H 2.37162 1.10475 -1.32923  0.173
H -0.09062 1.39162 0.48587  0.181
H 0.78998 -2.50358 -0.59864  0.205
H -0.31902 -0.83721 -1.23978  0.209
H 0.40297 -0.87951 1.59125  0.194
H -1.06156 -1.47140 0.81565  0.224
H -2.42058 0.99526 0.89877  0.206
H -2.16193 1.69080 -0.69378  0.218
H -2.53701 -0.04812 -0.51380  0.196

Calculated values
HOMO-LUMO gap (alpha / beta): 8.3 / 8.4 eV
calculated total energy: -346.8061 hartree
energy relative to the best compared isomer or geometry (same formula, charge and spin): 5.969 eV
E_LUMO (alpha / beta): 0.64 / 0.65 eV



4.
C4H5NO2 in the gas phase. Source: the Open Molecules 2025 dataset; level of theory: the ωB97M-V functional and the def2-TZVPD basis.

Each line ends with the natural charge from an NBO analysis.
Geometry (Å):
O 2.21674 0.93235 -0.28682  -0.497
C 1.05901 1.25048 -0.20669  0.421
C -0.09438 0.35513 -0.64961  -0.049
C 0.16529 -1.12609 -0.35117  -0.281
N -0.44145 -1.31709 0.97226  -0.447
C -1.17218 -0.30401 1.15716  0.366
O -1.20246 0.67828 0.20967  -0.493
H 0.73415 2.22183 0.22285  0.122
H -0.36613 0.57676 -1.68743  0.223
H -0.33112 -1.79364 -1.06453  0.208
H 1.23339 -1.35260 -0.33766  0.234
H -1.80088 -0.12138 2.02197  0.194

Calculated values
HOMO-LUMO gap: 10.6 eV
SMILES: O=C[C@H]1CN=CO1
calculated total energy: -360.6234 hartree
energy relative to the best compared isomer or geometry (same formula, charge and spin): 1.252 eV
E_LUMO: 0.70 eV



5.
6 unconnected molecules or ions with the total composition C34H49I2N5O6S. Source: the Open Molecules 2025 dataset; level of theory: the ωB97M-V functional and the def2-TZVPD basis.

Each line ends with the Löwdin charge.
Geometry (Å):
C 5.70294 -2.33533 1.80109  -0.080
O 4.85738 -2.61564 0.69550  -0.187
C 4.16502 -3.84136 0.83016  -0.209
C 3.31423 -4.00571 -0.41072  -0.325
C 4.02297 -4.76462 -1.53526  -0.171
S 5.75893 -4.43762 -1.77372  0.680
O 6.28303 -5.58245 -2.46862  -0.351
O 5.95439 -3.16443 -2.40121  -0.331
O 2.12365 -4.74574 -0.19271  -0.082
C 1.13915 -4.09442 0.59104  -0.442
C 0.43974 -2.96018 -0.16127  -0.169
C -0.58420 -2.26033 0.75139  -0.167
C -1.98285 -2.09337 0.11990  -0.167
C -3.06029 -2.68277 1.00556  -0.183
O -4.14561 -3.21412 0.19376  -0.014
C -4.78977 -4.22643 0.79494  -0.534
C -5.40324 -5.23359 -0.12882  0.014
O -4.88282 -4.32430 2.01527  0.052
C 0.20457 -5.21126 1.03172  -0.635
I -1.36418 -5.70284 -0.30156  1.110
C 0.33217 -5.92458 2.15295  -0.777
C -0.54802 -7.06918 2.58862  -0.196
I 1.86354 -5.53461 3.55827  1.000
H 6.71613 -2.14766 1.45624  0.089
H 5.32751 -1.44839 2.30108  0.088
H 5.75159 -3.16791 2.49879  0.088
H 4.86939 -4.66939 0.94989  0.125
H 3.57675 -3.81086 1.74571  0.062
H 3.05515 -3.02191 -0.79904  0.147
H 3.93758 -5.81964 -1.28565  0.118
H 3.54247 -4.62521 -2.49624  0.124
H 6.34147 -4.41370 -0.55128  0.077
H 1.53625 -3.63133 1.49294  0.089
H 1.20970 -2.21317 -0.33813  0.110
H 0.02327 -3.27407 -1.10890  0.082
H -0.71868 -2.78264 1.69899  0.101
H -0.24862 -1.26068 1.00014  0.091
H -2.05877 -2.53860 -0.86709  0.098
H -2.21492 -1.03891 -0.00189  0.112
H -3.49906 -1.93809 1.66230  0.135
H -2.67370 -3.48607 1.62272  0.078
H -4.84831 -5.28200 -1.06100  0.074
H -6.42973 -4.97147 -0.36290  0.091
H -5.39229 -6.21402 0.32727  0.089
H -0.89883 -7.63774 1.73890  0.027
H 0.05275 -7.74174 3.18967  0.047
H -1.36818 -6.66155 3.17208  0.071
C -1.64601 -4.35151 4.52712  -0.130
C -1.30181 -4.27085 5.90593  -0.113
C -2.45231 -3.99763 6.59367  -0.141
N -3.47270 -3.90828 5.68363  0.013
C -2.99587 -4.12684 4.42195  -0.115
H -0.97539 -4.55018 3.70571  0.026
H -0.32384 -4.39820 6.33950  0.080
H -2.63236 -3.85929 7.64576  0.104
H -4.42980 -3.71264 5.90787  0.145
H -3.65105 -4.10094 3.55889  0.074
C -1.12822 3.14041 1.25462  -0.112
C -1.87335 2.40260 2.21497  -0.109
C -1.07272 1.38490 2.65531  -0.147
N 0.12503 1.47495 1.99754  0.000
C 0.09956 2.54577 1.14498  -0.142
H -1.45689 4.00783 0.70781  0.076
H -2.88027 2.59754 2.54294  0.090
H -1.25035 0.60481 3.37639  0.108
H 0.90142 0.85317 2.12040  0.138
H 0.95286 2.78989 0.53567  0.103
C 0.23966 6.78256 -3.02185  -0.103
C 1.15488 6.20123 -2.10323  -0.107
C 0.49655 6.04785 -0.91242  -0.146
N -0.77772 6.51736 -1.07412  0.008
C -0.94366 6.96300 -2.35709  -0.144
H 0.43021 7.03596 -4.05119  0.091
H 2.17702 5.92710 -2.29886  0.071
H 0.82264 5.64777 0.03278  0.101
H -1.48337 6.53295 -0.36209  0.140
H -1.88709 7.36702 -2.68405  0.091
C -5.05530 10.68420 -2.28939  -0.114
C -4.99655 9.90582 -3.47711  -0.112
C -3.68381 9.57748 -3.68470  -0.154
N -2.94827 10.12872 -2.67112  -0.001
C -3.77630 10.80185 -1.81551  -0.144
H -5.93542 11.10771 -1.83605  0.088
H -5.82303 9.62053 -4.10558  0.089
H -3.21206 9.00236 -4.46304  0.105
H -1.95283 10.05038 -2.57153  0.137
H -3.38606 11.30455 -0.94759  0.104
C 3.36829 3.37624 -5.87311  -0.112
C 3.53029 4.76519 -6.12867  -0.113
C 3.92152 5.35262 -4.95637  -0.151
N 3.99982 4.37387 -4.00259  -0.003
C 3.66718 3.16672 -4.55459  -0.141
H 3.06807 2.61930 -6.57753  0.089
H 3.37763 5.27286 -7.06595  0.088
H 4.15000 6.37738 -4.71876  0.105
H 4.26045 4.51855 -3.04607  0.136
H 3.67165 2.26701 -3.96410  0.104

Calculated values
HOMO-LUMO gap: 7.9 eV
SMILES: COC[C@@H](C[SH](=O)=O)O[C@@H](CCCCOC(C)=O)/C(I)=C(/C)I.c1cc[nH]c1.c1cc[nH]c1.c1cc[nH]c1.c1cc[nH]c1.c1cc[nH]c1
calculated total energy: -3043.6145 hartree
E_LUMO: -0.31 eV



> Among the records above, which one has the lowest calculated total energy?

C34H49I2N5O6S



> What is the formula in the third record?

C5H10O2